(1)
Molecular formula: C11H19N3
Method: DFT, ωB97M-V with the def2-TZVPD basis set

Results
charge	+2
highest occupied orbital energy	-0.6172	Eh
calculated total energy	-16163.8777	eV
frontier orbital gap	8.3	eV
spin multiplicity	1

Positions of all 33 atoms, in Å:
C  4.1078  0.5951  0.6885
C  3.9893  0.1802  -0.6101
C  3.0585  0.4647  1.5843
C  2.7908  -0.4043  -1.0765
C  1.8671  -0.0888  1.2232
C  1.7515  -0.5281  -0.0698
C  0.5761  -1.1399  -0.5111
C  -3.1368  -1.4240  1.5378
C  -1.8090  2.8645  -1.0879
C  -2.0038  -1.5525  0.4387
C  -1.4483  1.3005  -1.0661
N  0.2613  -2.1122  -1.3226
N  -0.9509  -0.5474  0.6182
N  -1.2992  0.7862  0.3091
H  4.9740  1.0684  0.9809
H  4.8896  0.2990  -1.3480
H  3.1148  0.7123  2.5565
H  2.7385  -0.7059  -2.1806
H  1.0637  -0.3531  1.7655
H  -2.6064  -1.6697  2.5991
H  -3.5123  -0.4188  1.5445
H  -3.7992  -2.2430  1.2087
H  -1.3582  3.1817  -0.0971
H  -1.2010  3.3360  -1.8822
H  -2.8922  2.9438  -1.2497
H  -2.3303  -1.4104  -0.5760
H  -1.6385  -2.5553  0.5628
H  -0.4780  1.2662  -1.5792
H  -2.2249  0.6985  -1.6125
H  1.0844  -2.7298  -1.8154
H  -0.7460  -2.4126  -1.3016
H  -0.7344  1.4834  0.9108
H  -2.0980  1.1152  0.8577

(2)
Molecular formula: C11H19NO3
Method: DFT, ωB97M-V with the def2-TZVPD basis set

Results
charge	+2
highest occupied orbital energy	-0.5751	Eh
calculated total energy	-19326.5099	eV
frontier orbital gap	8.5	eV
spin multiplicity	1

Positions of all 34 atoms, in Å:
C  -3.5819  -0.8131  0.7622
C  -3.1689  0.3470  0.2001
C  4.9050  -1.9469  0.8374
C  -2.4547  0.0869  -0.9815
C  -0.8735  -1.3544  -0.6542
C  -2.3291  -1.5085  -1.0530
C  -0.9691  0.0116  -0.7521
C  2.5585  1.9722  0.3503
C  -3.2124  1.8383  0.6527
C  2.8768  0.7707  -0.6383
C  3.1902  -0.4309  0.0065
N  -3.1715  -2.0152  0.0150
O  -0.1167  1.0233  -0.6525
O  -2.2055  2.4880  -0.1431
O  4.2680  -1.0082  -0.0278
H  -4.3127  -0.9720  1.5226
H  4.6142  -1.9513  1.8490
H  4.7674  -2.9677  0.4750
H  -2.7807  0.5035  -1.8835
H  -0.2522  -2.0668  -0.3348
H  -2.6460  -1.9039  -2.0449
H  5.9734  -1.8192  0.9535
H  2.4781  2.7995  -0.2176
H  3.5398  2.1847  0.9478
H  1.5617  1.7692  0.7329
H  -2.9002  1.8677  1.7241
H  -4.2002  2.2469  0.3620
H  2.0169  0.7012  -1.3126
H  3.5998  0.9911  -1.4203
H  2.5264  -0.7511  0.9004
H  -2.7113  -2.7075  0.6591
H  -4.0717  -2.6253  -0.3900
H  -0.4821  1.8544  -0.3268
H  -2.4358  3.3859  -0.1175